# 1
The following is a quantum chemistry calculation of a 2-piece molecular cluster, C3H5ClNP overall at a distorted geometry, from OMol25.

Structure (XYZ):
```
11
Properties=species:S:1:pos:R:3:nbo_charge:R:1
C 2.0197 0.1997 0.1499 -0.276
C 1.4622 -1.0425 0.0241 -0.303
C 0.1304 -1.4412 -0.3443 0.245
N -0.7209 -2.1311 -0.7076 -0.302
H 3.0512 0.4201 0.1190 0.208
H 1.3767 1.0211 0.2904 0.193
H 2.0825 -1.8020 -0.1796 0.221
P -1.8570 0.9813 -0.0943 0.332
Cl -3.5211 -0.0415 -0.1255 -0.240
H -2.1573 2.2848 -0.3319 -0.042
H -1.8663 1.5513 1.1997 -0.036
```

Values from the calculation:
Net charge: 0
HOMO level: -9.60 eV
Energy above the lowest of the compared OMol25 structures with the same formula, charge and spin: 51.1 kcal per mole
Structure (SMILES): C=CC#N.PCl
E: -26491.154 eV


# 2
The following is a quantum chemistry calculation of one molecule with the formula C3H5ClO at a distorted geometry, from OMol25.

Structure (XYZ):
```
10
Properties=species:S:1:pos:R:3:nbo_charge:R:1
C 0.3767 0.0067 -1.4226 -0.338
C -0.5469 -0.6816 -0.5522 -0.514
C -0.4055 0.0017 1.0788 0.290
O 0.7439 -0.2404 1.7014 -0.692
Cl -0.9038 1.7054 1.1317 -0.098
H 1.4519 -0.1095 -1.2196 0.186
H 0.0382 0.8924 -2.0502 0.198
H -1.6586 -0.4301 -0.5507 0.239
H -0.3070 -1.7182 -0.1428 0.237
H 1.2111 0.5736 2.0262 0.492
```

Values from the calculation:
Net charge: 0
HOMO level (alpha / beta): -8.18 / -7.91 eV
Energy above the lowest of the compared OMol25 structures with the same formula, charge and spin: 92.0 kcal per mole
E: -17757.787 eV


# 3
The following is a quantum chemistry calculation of a 2-piece molecular cluster, C3H5ClO overall at a distorted geometry, from OMol25.

Structure (XYZ):
```
10
Properties=species:S:1:pos:R:3:nbo_charge:R:1
C -1.4296 -0.0757 -0.6371 -0.397
C -1.1794 -0.7518 0.4358 -0.359
C 1.4293 0.5054 0.8000 0.250
O 1.7885 1.5131 0.0991 -0.640
Cl 2.2379 -1.0054 0.4368 -0.096
H -1.1086 -0.3298 -1.7270 0.190
H -1.8338 0.8668 -0.5064 0.186
H -1.4708 -0.3766 1.3316 0.191
H -0.6247 -1.7159 0.4775 0.195
H 2.1913 1.3700 -0.7103 0.480
```

Values from the calculation:
Net charge: 0
HOMO level: -9.08 eV
Energy above the lowest of the compared OMol25 structures with the same formula, charge and spin: 84.1 kcal per mole
E: -17758.131 eV


# 4
The following is a quantum chemistry calculation of a 2-piece molecular cluster, C3H5ClO overall at a distorted geometry, from OMol25.

Structure (XYZ):
```
10
Properties=species:S:1:pos:R:3:nbo_charge:R:1
C -0.5306 0.1205 0.5816 -0.488
C -0.4758 -1.1606 -0.2739 -0.472
C 0.7281 -0.5571 0.3942 0.235
O 2.0915 1.3411 -0.8763 -0.917
Cl 2.0122 -1.1141 1.3204 0.168
H -0.6263 1.2257 0.2187 0.307
H -0.9473 -0.1717 1.5594 0.235
H -0.8007 -2.2271 -0.0079 0.252
H -0.6718 -0.9768 -1.2974 0.259
H 2.9980 0.9942 -0.8920 0.421
```

Values from the calculation:
Net charge: 0
HOMO level (alpha / beta): -8.64 / -8.64 eV
Energy above the lowest of the compared OMol25 structures with the same formula, charge and spin: 137.0 kcal per mole
E: -17755.835 eV


# 5
The following is a quantum chemistry calculation of one molecule with the formula C3H5ClO3S3 at a distorted geometry, from OMol25.

Structure (XYZ):
```
15
Properties=species:S:1:pos:R:3:mulliken_spin:R:1
C 0.2666 -1.4089 -0.9031 -0.034
C -0.2038 -2.8479 -0.9766 0.011
C 0.0768 1.3710 -0.0608 0.483
O 1.0085 -0.9155 -1.7185 0.083
O 1.1207 3.1974 1.5145 0.016
O -0.7228 1.8462 2.4398 0.002
S -1.0595 2.4276 -0.8821 0.357
S -0.7130 -0.6235 0.2543 1.073
S 0.4330 1.9565 1.5911 0.014
Cl 1.8644 0.6070 2.1578 -0.003
H 0.1646 -3.4010 -1.8605 0.009
H -1.3318 -2.8785 -1.0746 -0.004
H -0.2344 -3.5010 -0.0849 0.005
H 0.9408 1.0020 -0.6798 -0.010
H -1.6100 3.1685 0.2834 -0.002
```

Values from the calculation:
Spin multiplicity: 3
Net charge: 0
HOMO level (alpha / beta): -6.59 / -9.76 eV
E: -54357.080 eV


# 6
The following is a quantum chemistry calculation of a 2-piece molecular cluster, C3H5ClS overall at a distorted geometry, from OMol25.

Structure (XYZ):
```
10
Properties=species:S:1:pos:R:3:nbo_charge:R:1
C -0.8639 0.9449 0.8439 -0.837
C 1.0555 -0.9072 -0.0276 -0.363
C 0.6824 -0.7733 -1.2627 -0.273
H -1.7779 0.0892 1.2290 0.243
H -0.9979 1.3429 -0.3937 0.268
H -0.6415 2.2136 1.6883 0.223
H 1.0839 -1.9618 0.3664 0.234
H 0.6574 -1.8062 -1.8536 0.236
S 0.6620 0.1943 1.4171 0.225
Cl 0.1402 0.6636 -2.0070 0.044
```

Values from the calculation:
Net charge: 0
HOMO level: -8.69 eV
Energy above the lowest of the compared OMol25 structures with the same formula, charge and spin: 90.4 kcal per mole
E: -26545.050 eV


# 7
The following is a quantum chemistry calculation of one molecule with the formula C3H5ClS at a distorted geometry, from OMol25.

Structure (XYZ):
```
10
Properties=species:S:1:pos:R:3:nbo_charge:R:1
C -1.6628 0.5922 0.0734 -0.751
S -0.9652 -1.0691 -0.1905 0.221
C 0.6748 -0.3400 -0.4262 -0.367
C 1.7099 -0.6647 0.3551 -0.150
Cl 3.4205 -0.2165 -0.1414 -0.073
H -0.8542 1.2823 -0.0783 0.230
H -2.1040 0.7195 1.0936 0.225
H -2.6385 0.7779 -0.5088 0.227
H 0.7291 0.2244 -1.3380 0.225
H 1.6903 -1.3059 1.1612 0.213
```

Values from the calculation:
Net charge: 0
HOMO level: -8.99 eV
Energy above the lowest of the compared OMol25 structures with the same formula, charge and spin: 13.2 kcal per mole
Structure (SMILES): CS/C=C/Cl
E: -26548.399 eV


# 8
The following is a quantum chemistry calculation of C3H5EuO3 as an isolated structure at a distorted geometry, from OMol25.

Structure (XYZ):
```
12
Properties=species:S:1:pos:R:3:mulliken_spin:R:1
H -3.1740 2.5244 -2.5653 0.011
O 0.5816 0.4391 -0.4812 0.001
C -0.5374 0.2722 0.1458 -0.049
C 1.6582 -0.3352 0.1225 -0.003
O -2.7164 2.0800 -1.8536 -0.473
O -0.4281 -0.5942 1.1147 0.000
C 0.9520 -1.0383 1.2743 -0.003
Eu -3.0520 0.1270 -1.0253 6.515
H 2.4256 0.3766 0.4392 0.000
H 2.0519 -1.0119 -0.6415 0.000
H 1.2788 -0.7100 2.2650 0.000
H 0.9599 -2.1297 1.2054 0.000
```

Values from the calculation:
Spin multiplicity: 7
Net charge: +2
HOMO level (alpha / beta): -18.84 / -18.84 eV
Energy above the lowest of the compared OMol25 structures with the same formula, charge and spin: 2.9 kcal per mole
E: -28642.806 eV


# 9
The following is a quantum chemistry calculation of one molecule with the formula C3H5F2N at a distorted geometry, from OMol25.

Structure (XYZ):
```
11
Properties=species:S:1:pos:R:3:nbo_charge:R:1
C -1.1299 0.6188 -0.0107 -0.589
C -0.4523 -0.6948 -0.0046 -0.528
C 0.9424 -0.4254 -0.0762 0.584
F 1.8124 -1.4876 0.0792 -0.329
N 1.5311 0.8148 0.0031 -0.091
F 2.8743 0.9227 -0.0340 -0.209
H -1.0089 1.0696 -1.0534 0.222
H -0.7494 1.2765 0.7160 0.233
H -2.3673 0.5517 0.0951 0.209
H -0.7987 -1.4482 -0.6945 0.253
H -0.6537 -1.1979 0.9799 0.245
```

Values from the calculation:
Net charge: 0
HOMO level: -10.45 eV
Energy above the lowest of the compared OMol25 structures with the same formula, charge and spin: 58.3 kcal per mole
Structure (SMILES): CC/C(F)=N/F
E: -10113.805 eV


# 10
The following is a quantum chemistry calculation of one molecule with the formula C3H5F2N3 at a distorted geometry, from OMol25.

Structure (XYZ):
```
13
Properties=species:S:1:pos:R:3:nbo_charge:R:1
C -0.7164 -1.6125 -0.4448 -0.421
N 0.0905 -0.5013 -0.0154 -0.314
C -0.3381 0.3424 1.0822 0.419
F 0.5209 0.3010 2.1433 -0.351
N -0.3198 1.5371 0.2800 -0.337
C 1.2514 1.3650 -0.6469 0.492
F 1.5102 2.4500 -1.3256 -0.277
N 0.0357 0.6745 -0.8863 -0.176
H -0.4251 -2.4802 0.1465 0.215
H -1.7911 -1.4309 -0.3317 0.181
H -0.4907 -1.7932 -1.4937 0.223
H -1.3478 0.1564 1.4802 0.150
H 2.0203 0.9918 0.0121 0.196
```

Values from the calculation:
Net charge: 0
HOMO level: -9.23 eV
Energy above the lowest of the compared OMol25 structures with the same formula, charge and spin: 79.9 kcal per mole
Structure (SMILES): CN1[C@@H](F)N2[C@H](F)N12
E: -13092.600 eV